Record 1
This record from the OMol25 dataset describes a molecular structure, C22H22BF6N3O2PSn. The level of theory is the ωB97M-V functional and the def2-TZVPD basis.

LUMO level (spin up / spin down)   -7.85 / -9.45 eV
Net charge   +2
E   -2345.723120 Eh
2S+1   2

Each line ends with the Mulliken spin population.
Geometry (Å):
Sn 1.085 -0.921 0.375  -0.0169
N -4.912 -7.096 6.432  -0.0053
C -4.370 -6.336 5.762  0.0018
C -3.707 -5.379 4.926  -0.0101
C -4.444 -4.661 3.983  0.0076
C -3.805 -3.765 3.147  -0.0177
C -2.429 -3.569 3.249  -0.0046
C -1.705 -4.260 4.225  -0.0200
C -2.336 -5.168 5.054  0.0066
C -1.664 -2.662 2.361  0.0391
C -1.000 -1.586 2.968  0.2314
C -1.319 -1.050 4.267  -0.0426
C -0.617 0.104 4.406  0.1174
C 0.156 0.244 3.209  0.2023
N -0.068 -0.744 2.354  -0.0215
C -1.649 -2.886 0.977  0.2581
C -2.540 -3.741 0.232  -0.0459
C -2.281 -3.534 -1.083  0.1281
C -1.193 -2.601 -1.132  0.2016
N -0.813 -2.215 0.076  -0.0309
H -5.513 -4.810 3.913  -0.0003
H -4.386 -3.183 2.441  -0.0001
H -0.636 -4.104 4.312  -0.0004
H -1.772 -5.714 5.798  -0.0001
H -2.019 -1.479 4.967  -0.0073
H -0.635 0.796 5.233  0.0018
H 0.861 1.034 2.982  0.0147
H -3.274 -4.404 0.658  -0.0086
H -2.771 -3.965 -1.941  0.0016
H -0.689 -2.246 -2.021  0.0208
F -0.543 0.397 -1.277  0.0012
P -0.702 1.987 -0.909  -0.0010
F -0.376 3.483 -0.742  0.0000
F -1.421 2.203 -2.255  -0.0001
F 0.405 1.665 0.262  0.0006
F 1.031 2.043 -2.159  0.0002
F -1.916 1.819 0.022  0.0001
C 4.857 1.205 -0.313  0.0001
C 4.183 0.470 -1.461  0.0001
C 4.496 -1.014 -1.399  0.0000
O 2.717 0.632 -1.253  -0.0023
B 2.323 1.570 -2.170  0.0006
O 3.211 1.943 -3.073  0.0000
C 4.425 1.145 -2.873  0.0000
C 4.481 0.150 -4.022  0.0000
C 5.605 2.096 -2.930  0.0000
H 4.544 0.766 0.635  0.0000
H 4.590 2.262 -0.308  0.0000
H 5.939 1.123 -0.388  0.0000
H 4.371 -1.366 -0.373  0.0000
H 5.532 -1.196 -1.682  0.0000
H 3.853 -1.594 -2.060  0.0000
H 3.632 -0.534 -4.007  0.0000
H 5.411 -0.418 -3.995  0.0000
H 4.447 0.706 -4.958  0.0000
H 5.481 2.927 -2.238  0.0000
H 5.665 2.510 -3.936  0.0000
H 6.539 1.577 -2.716  0.0000

Record 2
This record from the OMol25 dataset describes a molecular structure, C22H22BeN3O2PS3. The level of theory is the ωB97M-V functional and the def2-TZVPD basis.

LUMO level   -0.94 eV
Net charge   0
E   -2717.022905 Eh
2S+1   1
Relative energy (zero: lowest compared OMol25 entry of this formula, charge and spin)   0.0 kcal/mol

Each line ends with the natural charge from an NBO analysis.
Geometry (Å):
Be -1.815 0.373 -0.738  1.5020
C -1.890 -3.948 -4.109  -0.2554
O -1.099 -2.792 -3.700  -0.5622
C -1.304 -2.404 -2.419  0.0405
S -1.083 -3.434 -1.135  -0.1878
S -2.076 -0.859 -2.458  -0.3654
H -1.163 -4.836 -4.109  0.1961
H -2.328 -3.761 -5.050  0.1946
H -2.667 -4.131 -3.313  0.2001
C 0.681 2.526 -2.283  -0.9002
P 0.361 1.095 -1.118  0.7483
C 1.562 -0.169 -1.763  -0.3291
C 1.924 -1.044 -0.765  -0.2164
C 2.906 -2.037 -0.945  -0.1951
C 3.457 -2.150 -2.235  -0.1924
C 2.930 -1.357 -3.321  -0.1997
C 1.991 -0.338 -3.104  -0.1949
C 1.115 1.965 0.338  -0.2415
C 0.430 3.160 0.720  -0.2791
C 0.777 3.922 1.807  -0.2001
C 2.057 3.591 2.385  -0.2179
C 2.776 2.528 1.981  -0.2234
C 2.393 1.694 0.890  -0.2250
H 0.349 2.251 -3.273  0.2407
H 1.777 2.656 -2.274  0.2343
H 0.092 3.368 -2.027  0.2538
H 1.427 -1.036 0.166  0.2130
H 3.381 -2.625 -0.197  0.2193
H 4.310 -2.798 -2.445  0.2151
H 3.224 -1.673 -4.288  0.2150
H 1.625 0.278 -3.912  0.2290
H -0.563 3.379 0.220  0.2363
H 0.228 4.827 2.225  0.2326
H 2.471 4.343 3.035  0.2149
H 3.809 2.479 2.443  0.2194
H 3.063 0.977 0.444  0.2345
S -2.905 4.243 -2.368  -0.1333
C -2.696 2.878 -1.605  0.1816
N -2.524 1.847 -1.016  -0.9460
N -1.277 -1.076 5.747  -0.8023
C -1.856 -1.745 4.746  0.6378
O -2.458 -2.810 4.885  -0.5888
C -1.685 -1.175 3.382  -0.0738
C -1.252 0.095 3.168  -0.2376
C -1.501 0.677 1.958  0.0813
N -1.961 -0.116 0.922  -0.6412
C -2.507 -1.290 1.197  0.0881
C -2.460 -1.808 2.441  -0.1859
H -1.597 -1.306 6.686  0.4125
H -0.818 -0.137 5.682  0.4009
H -0.644 0.617 3.848  0.2160
H -1.201 1.692 1.753  0.2356
H -2.873 -1.804 0.386  0.2366
H -2.914 -2.800 2.515  0.2652

Record 3
This record from the OMol25 dataset describes a molecular structure, C22H22Br2IrN4O5. The level of theory is the ωB97M-V functional and the def2-TZVPD basis.

LUMO level (spin up / spin down)   -2.24 / -1.85 eV
Net charge   0
E   -6699.084633 Eh
2S+1   2
Relative energy (zero: lowest compared OMol25 entry of this formula, charge and spin)   92.7 kcal/mol

Each line ends with the Mulliken spin population.
Geometry (Å):
Ir 0.807 -0.231 0.106  0.8388
Br -3.686 -1.126 -2.017  0.0004
C -3.425 -1.073 -0.164  0.0136
C -4.415 -1.481 0.710  0.0027
C -4.211 -1.415 2.078  -0.0049
Br -5.663 -1.852 3.210  0.0003
C -2.965 -1.019 2.624  -0.0014
C -2.640 -1.018 3.992  -0.0007
C -1.363 -0.669 4.379  -0.0013
C -0.418 -0.348 3.406  -0.0023
N -0.703 -0.333 2.117  0.0245
C -1.945 -0.632 1.718  -0.0137
C -2.173 -0.570 0.288  0.0146
O -1.300 -0.123 -0.496  0.0991
H -5.355 -1.843 0.319  0.0005
H -3.387 -1.298 4.716  -0.0005
H -1.087 -0.676 5.422  0.0006
H 0.598 -0.112 3.676  -0.0010
C -0.084 1.823 -5.231  0.0005
N 0.670 1.070 -4.256  0.0022
C 1.643 0.220 -4.638  0.0049
C 2.329 -0.536 -3.752  -0.0022
C 1.953 -0.435 -2.377  0.0316
O 2.441 -1.114 -1.441  -0.0411
N 1.033 0.483 -2.024  0.0190
C 0.343 1.256 -2.889  -0.0009
O -0.468 2.093 -2.566  0.0063
H 0.551 2.105 -6.068  0.0002
H -0.470 2.717 -4.743  0.0000
H -0.924 1.237 -5.605  -0.0001
H 1.856 0.183 -5.698  0.0005
H 3.119 -1.204 -4.046  0.0000
C 3.448 2.174 0.043  0.0001
C 3.611 0.892 0.860  0.0079
C 4.742 1.036 1.896  0.0027
C 2.322 0.572 1.577  -0.0270
H 4.322 2.376 -0.574  0.0005
H 3.289 3.023 0.703  0.0014
H 2.578 2.091 -0.610  0.0059
H 3.886 0.062 0.197  -0.0022
H 4.515 1.836 2.599  -0.0001
H 5.680 1.267 1.395  0.0002
H 4.875 0.109 2.450  0.0001
H 1.950 1.439 2.122  0.0020
H 2.419 -0.293 2.236  0.0004
O -0.111 -2.522 -1.447  0.0072
C 0.460 -3.057 -0.520  -0.0167
C 0.860 -4.518 -0.420  -0.0015
C 1.360 -4.652 1.011  0.0043
C 1.358 -3.216 1.555  0.0021
O 1.738 -2.885 2.655  0.0028
N 0.826 -2.400 0.613  0.0197
H 1.647 -4.693 -1.154  0.0003
H 0.017 -5.163 -0.661  -0.0003
H 2.370 -5.053 1.085  -0.0002
H 0.706 -5.265 1.633  0.0001

Record 4
This record from the OMol25 dataset describes a molecular structure, C22H22BrCl4IrN4O4S. The level of theory is the ωB97M-V functional and the def2-TZVPD basis.

LUMO level (spin up / spin down)   -2.59 / -5.34 eV
Net charge   +1
E   -6288.526873 Eh
2S+1   6
Relative energy (zero: lowest compared OMol25 entry of this formula, charge and spin)   27.6 kcal/mol

Each line ends with the Mulliken spin population.
Geometry (Å):
Ir 1.083 -0.034 -0.552  2.8597
N 1.149 1.802 -1.971  0.1832
C 2.205 2.769 -1.638  -0.0031
C 3.441 2.006 -1.196  0.0063
N 3.119 1.076 -0.102  0.1105
C 3.149 1.610 1.266  -0.0019
C 1.757 2.020 1.727  0.0126
N 0.820 0.899 1.531  0.1445
H 0.235 2.245 -2.053  -0.0195
H 1.349 1.336 -2.855  -0.0015
H 2.460 3.402 -2.487  0.0063
H 1.840 3.414 -0.841  0.0000
H 3.808 1.407 -2.031  -0.0044
H 4.225 2.708 -0.907  0.0015
H 3.727 0.265 -0.177  -0.0024
H 3.525 0.827 1.926  -0.0003
H 3.826 2.463 1.342  0.0000
H 1.798 2.333 2.769  0.0021
H 1.388 2.859 1.139  -0.0016
H 0.944 0.188 2.246  -0.0006
H -0.149 1.221 1.555  -0.0148
Cl -2.713 -3.620 -5.195  0.0214
C -2.203 -2.748 -3.822  0.0700
C -3.108 -2.578 -2.716  0.1363
Cl -4.664 -3.267 -2.803  0.0338
C -2.729 -1.869 -1.602  -0.0193
Cl -3.790 -1.637 -0.268  -0.0031
C -1.437 -1.313 -1.520  0.1934
O -1.024 -0.661 -0.503  0.3451
C -0.527 -1.469 -2.641  0.1921
O 0.618 -0.924 -2.545  0.3241
C -0.946 -2.208 -3.779  0.0268
Cl 0.174 -2.390 -5.060  0.0036
Br 4.277 -5.565 0.604  0.0011
C 2.673 -4.700 1.099  0.0009
C 1.966 -5.335 2.114  -0.0003
C 0.765 -4.827 2.576  0.0018
C 0.251 -3.670 2.019  0.0139
C 0.972 -3.031 1.028  0.0153
C 2.193 -3.504 0.540  -0.0127
C 2.933 -2.697 -0.533  0.0078
O 3.794 -3.184 -1.207  0.0474
O 2.640 -1.399 -0.655  0.2669
H 2.371 -6.242 2.542  0.0001
H 0.230 -5.343 3.364  0.0004
H -0.703 -3.274 2.348  0.0007
H 0.548 -2.142 0.589  0.0442
S -1.916 2.332 -0.384  0.0091
C -3.090 3.049 0.594  0.0011
N -3.611 2.352 1.643  0.0001
C -4.515 2.846 2.531  -0.0001
C -4.982 4.109 2.393  0.0004
C -4.531 4.868 1.290  0.0000
C -3.618 4.353 0.414  0.0005
H -3.312 1.389 1.716  0.0003
H -4.819 2.186 3.330  0.0000
H -5.687 4.513 3.104  0.0000
H -4.917 5.869 1.142  0.0000
H -3.265 4.916 -0.437  0.0001

Number 1: maximum force 1.18 eV/Å. Number 2: maximum force 3.41 eV/Å. Number 3: maximum force 3.08 eV/Å. Number 4: maximum force 0.74 eV/Å.